Formula: CH5CsO2
Source: OMol25
Level of theory: ωB97M-V with the def2-TZVPD basis set

Calculated values
- Gap between HOMO and LUMO: 6.2 eV
- Net charge: 0
- Lowest unoccupied orbital energy: -0.0246 hartree
- DFT total energy: -5759.368 eV
- Energy relative to the best compared isomer or geometry (same formula, charge and spin): 0.000 eV
- HOMO: -6.90 eV
- 2S+1: 1

Structure (XYZ):
```
9
Properties=species:S:1:pos:R:3:forces:R:3:lowdin_charge:R:1
O 0.679701 0.512534 0.245917 -0.914 -3.015 -0.506 -0.237
H 0.169371 -0.426058 0.251932 1.180 2.413 0.221 0.090
C -0.194853 1.597548 0.426531 -0.683 0.093 0.123 -0.203
H 0.325529 2.530766 0.166920 -0.017 -0.330 0.056 0.074
H -1.091291 1.516941 -0.213629 0.233 0.075 0.184 0.077
H -0.535355 1.676937 1.473551 0.089 -0.005 -0.280 0.077
Cs 1.467387 -1.497305 -2.556229 -0.686 -0.300 1.030 0.943
O -0.385241 -2.618971 -0.236594 0.751 1.090 -0.955 -0.651
H -0.435252 -3.292395 0.441602 0.047 -0.021 0.129 -0.171
```
Forces are in eV/Å.

=====

Formula: CH5FN3O
Source: OMol25
Level of theory: ωB97M-V with the def2-TZVPD basis set

Calculated values
- Gap between HOMO and LUMO (alpha / beta): 9.6 / 8.7 eV
- Net charge: +1
- Lowest unoccupied orbital energy (alpha / beta): -0.1790 / -0.2066 hartree
- DFT total energy: -10339.974 eV
- Energy relative to the best compared isomer or geometry (same formula, charge and spin): 5.804 eV
- HOMO (alpha / beta): -14.44 / -14.35 eV
- 2S+1: 1

Structure (XYZ):
```
11
Properties=species:S:1:pos:R:3:forces:R:3:lowdin_charge:R:1
C 0.329850 0.213693 -0.289435 2.969 1.262 -1.848 -0.441
N 1.379961 -0.540936 -0.612932 -0.724 -3.099 -1.201 0.225
N -0.859967 -0.298002 -0.150721 -0.449 -2.509 0.447 0.099
N -1.960376 0.538794 -0.212043 1.952 3.874 0.946 -0.033
O 0.645218 1.483825 -0.333743 -0.750 0.368 1.068 0.193
F -3.066743 -0.097703 -0.267694 -1.639 -2.261 0.020 0.041
H 1.231835 -1.484708 -1.085496 0.064 1.680 1.189 0.180
H 2.286474 -0.180961 -0.881054 -0.240 0.725 0.468 0.150
H -0.818200 -1.343619 -0.179706 -1.170 1.056 0.293 0.212
H -2.151278 1.546972 1.367636 0.201 -0.904 -0.996 0.220
H 0.168151 2.065928 0.290502 -0.213 -0.190 -0.387 0.154
```
Forces are in eV/Å.

=====

Formula: CH5FO2SSi
Source: OMol25
Level of theory: ωB97M-V with the def2-TZVPD basis set

Calculated values
- Gap between HOMO and LUMO: 8.7 eV
- Net charge: 0
- Lowest unoccupied orbital energy: -0.0226 hartree
- DFT total energy: -26644.544 eV
- SMILES: O=[Si](O)F.CS
- Energy relative to the best compared isomer or geometry (same formula, charge and spin): 3.783 eV
- HOMO: -9.35 eV
- 2S+1: 1

Structure (XYZ):
```
11
Properties=species:S:1:pos:R:3:forces:R:3:lowdin_charge:R:1
O -2.382345 -0.391156 2.409992 -0.519 -0.125 -2.054 -0.284
Si -2.430458 -0.229290 0.878045 2.315 -1.004 0.499 0.350
O -2.835021 0.962353 -0.056353 -1.352 2.017 0.079 -0.067
F -1.669764 -1.067710 -0.306797 -0.351 -0.496 1.481 -0.142
H -2.432457 1.212678 -0.889738 0.018 -0.352 0.031 0.086
C 1.894740 -0.644025 -0.739035 -0.847 3.486 1.871 -0.308
S 1.238416 0.878458 0.453150 3.672 -0.171 0.150 0.412
H 1.862542 -1.566991 -0.226970 -0.161 -0.781 0.422 0.006
H 2.861681 -0.220644 -0.879308 0.724 -0.376 -0.691 -0.017
H 1.203201 -0.460059 -1.530320 -0.069 -0.522 -0.718 -0.010
H 2.689470 1.526391 0.887338 -3.431 -1.677 -1.071 -0.026
```
Forces are in eV/Å.

=====

Formula: CH5IN2O
Source: OMol25
Level of theory: ωB97M-V with the def2-TZVPD basis set

Calculated values
- Gap between HOMO and LUMO (alpha / beta): 9.4 / 8.8 eV
- Net charge: 0
- Lowest unoccupied orbital energy (alpha / beta): -0.0158 / -0.0137 hartree
- DFT total energy: -14239.908 eV
- Energy relative to the best compared isomer or geometry (same formula, charge and spin): 3.515 eV
- HOMO (alpha / beta): -9.83 / -9.20 eV
- 2S+1: 1

Structure (XYZ):
```
10
Properties=species:S:1:pos:R:3:forces:R:3:lowdin_charge:R:1
C -0.332310 -1.443444 0.129104 1.389 -1.344 0.051 -0.130
N -1.511299 -1.011301 0.075898 -1.266 -2.319 -0.064 -0.696
N 1.619645 1.677245 0.001715 -1.585 -1.365 -1.088 -0.006
O -3.115990 -2.097228 0.020041 2.200 1.189 0.019 -0.305
I -2.154610 0.821046 0.154049 -0.345 1.535 0.098 0.923
H 0.663855 -0.851865 0.271197 -2.133 -0.675 -0.255 0.091
H -0.271126 -2.584183 0.034201 0.090 1.654 0.211 0.114
H 2.367158 2.210017 0.366832 1.366 -0.124 -0.046 -0.015
H 1.786883 0.918280 -0.718544 0.313 1.943 1.253 0.038
H 0.947797 2.361437 -0.334494 -0.029 -0.496 -0.179 -0.016
```
Forces are in eV/Å.

=====

Formula: CH5INPS
Source: OMol25
Level of theory: ωB97M-V with the def2-TZVPD basis set

Calculated values
- Gap between HOMO and LUMO: 8.2 eV
- Net charge: 0
- Lowest unoccupied orbital energy: -0.0139 hartree
- DFT total energy: -30833.106 eV
- SMILES: C[P@@](N)(=S)I
- Energy relative to the best compared isomer or geometry (same formula, charge and spin): 1.503 eV
- HOMO: -8.61 eV
- 2S+1: 1

Structure (XYZ):
```
10
Properties=species:S:1:pos:R:3:forces:R:3:lowdin_charge:R:1
C -0.443565 0.418685 -1.142266 2.592 2.093 2.232 -0.331
P 0.469362 -0.499899 0.176689 -1.553 -3.184 -0.807 -0.062
N -0.249698 -0.015488 1.620184 3.198 0.476 -2.902 -0.186
S 0.441494 -2.657795 -0.111703 0.178 3.909 0.696 -0.019
I 2.554832 0.709052 -0.036262 0.153 -0.120 0.256 0.478
H -0.740911 1.440625 -0.655693 1.314 -1.353 -1.333 0.082
H 0.318096 0.339640 -1.921324 -0.412 1.063 -0.330 0.005
H -1.334405 0.085697 -1.491737 -2.611 -1.922 -0.711 -0.007
H -0.302712 0.987715 1.636227 -1.046 -0.138 1.115 0.042
H -0.712497 -0.808236 1.925889 -1.814 -0.824 1.783 -0.001
```
Forces are in eV/Å.

=====

Formula: CH5IOSi
Source: OMol25
Level of theory: ωB97M-V with the def2-TZVPD basis set

Calculated values
- Gap between HOMO and LUMO (alpha / beta): 6.3 / 4.0 eV
- Net charge: 0
- Lowest unoccupied orbital energy (alpha / beta): -0.0719 / -0.1131 hartree
- DFT total energy: -19141.227 eV
- Energy relative to the best compared isomer or geometry (same formula, charge and spin): 4.756 eV
- HOMO (alpha / beta): -8.22 / -7.13 eV
- 2S+1: 1

Structure (XYZ):
```
9
Properties=species:S:1:pos:R:3:forces:R:3:lowdin_charge:R:1
C 1.203534 -0.480868 0.527558 1.895 -0.700 -1.262 -0.134
O -0.173567 -0.232460 0.727880 -0.719 0.525 0.475 -0.415
Si -1.663419 -0.070539 0.190280 0.937 0.044 -1.068 0.791
I 0.356027 2.756372 -2.144714 -0.386 -0.577 0.369 -0.399
H 1.335633 -1.215711 -0.323544 -0.368 0.422 1.110 0.102
H 1.752723 -0.880319 1.442888 -1.246 0.637 -1.010 0.110
H 1.737619 0.408285 0.123674 -0.666 -0.182 0.677 0.068
H -2.130628 -1.416425 -0.191186 -0.234 0.203 0.039 -0.057
H -2.417921 1.131665 -0.352835 0.785 -0.372 0.671 -0.066
```
Forces are in eV/Å.